A molecular structure, C3H6N2S2 in a non-equilibrium geometry. Source: the Open Molecules 2025 dataset; level of theory: ωB97M-V/def2-TZVPD.

Positions of all 13 atoms, in Å:
C -2.61528 -0.13071 -0.01241
C 0.15413 0.44205 -0.19071
C 1.50434 0.04873 -0.15263
H -3.19982 -1.12385 0.11273
H -2.40524 0.14667 0.95296
H -2.93002 0.56362 -0.81582
H 3.04962 -0.96985 0.64606
H 1.44799 -1.73193 0.85592
H 2.00435 1.89466 -0.74426
N 2.06378 -1.26422 0.22934
N 2.31035 0.87296 -0.59711
S -1.05712 -0.68960 -0.40053
S -0.32707 1.94148 0.11646

Its total energy is -27856.7291 eV. As for the energy above the lowest of the compared OMol25 structures with the same formula, charge and spin: 54.60 kcal per mole. For the LUMO energy, the calculation gives -0.688 eV. The calculation puts the frontier orbital gap at 8.128 eV. The largest force on an atom is 5.52 eV/A.

---

C3H6N2S2 in the gas phase in a non-equilibrium geometry. Source: the Open Molecules 2025 dataset; level of theory: ωB97M-V/def2-TZVPD.

Positions of all 13 atoms, in Å:
C 1.39428 1.10792 0.11585
C 2.02294 -0.25376 -0.09420
C -0.62978 -1.03219 0.26209
H 2.19377 1.87312 0.07846
H 0.63957 1.30937 -0.66120
H 0.84003 1.17087 1.08198
H -0.99934 -1.14000 1.28409
H -2.99823 -0.40326 0.50563
H -3.16854 0.01362 -1.12408
N -1.34521 -0.50463 -0.66240
N -2.54895 -0.00291 -0.33256
S 3.61710 -0.47823 -0.35487
S 0.98237 -1.65991 -0.09881

Its total energy is -27857.3101 eV. As for the energy above the lowest of the compared OMol25 structures with the same formula, charge and spin: 41.20 kcal per mole. For the LUMO energy, the calculation gives 0.088 eV. The calculation puts the frontier orbital gap at 8.603 eV. As for the structure (SMILES): CC(=S)S/C=N/N. The largest force on an atom is 1.12 eV/A.

---

C3H6N2S2 in the gas phase in a non-equilibrium geometry. Source: the Open Molecules 2025 dataset; level of theory: ωB97M-V/def2-TZVPD.

Positions of all 13 atoms, in Å:
C 0.53213 0.52230 1.48455
C -0.65203 -1.17067 0.26806
C 0.38270 0.59671 -0.96829
H -0.34404 0.87805 2.06964
H 0.90506 -0.22832 2.19586
H 1.26682 1.30363 1.26159
H -1.05036 -1.36778 -0.73960
H 0.65619 -1.17474 -1.95717
H 0.67765 0.27511 -2.88872
N 0.16848 -0.06704 0.23571
N 0.38581 -0.21568 -2.04472
S -1.05654 -2.07568 1.58171
S 0.58353 2.23837 -1.08073

Its total energy is -27858.8068 eV. As for the energy above the lowest of the compared OMol25 structures with the same formula, charge and spin: 6.69 kcal per mole. For the LUMO energy, the calculation gives -0.430 eV. The calculation puts the frontier orbital gap at 8.439 eV. As for the structure (SMILES): CN(C=S)C(N)=S. The largest force on an atom is 1.64 eV/A.

---

C3H6N2S2 in the gas phase in a non-equilibrium geometry. Source: the Open Molecules 2025 dataset; level of theory: ωB97M-V/def2-TZVPD.

Positions of all 13 atoms, in Å:
C -0.74577 0.19105 -0.43093
C 2.33390 -0.06177 0.38694
C -2.20463 0.34775 -0.17249
N 0.21069 1.01887 0.15738
N 1.42205 0.65262 0.04844
S -0.18294 -1.56566 0.03334
S 3.97537 -0.29026 -0.16601
H -0.72324 0.28243 -1.47415
H -1.19839 -1.45982 0.90515
H -2.53889 0.19892 0.91174
H -2.76195 -0.31640 -0.84721
H -2.24596 1.43369 -0.42386
H 4.65975 -0.43141 1.07167

Its total energy is -27854.6749 eV. As for the energy above the lowest of the compared OMol25 structures with the same formula, charge and spin: 101.97 kcal per mole. For the LUMO energy (spin up / spin down), the calculation gives -0.095 / -0.095 eV. The calculation puts the frontier orbital gap (spin up / spin down) at 8.285 / 8.287 eV. The largest force on an atom is 3.58 eV/A.

---

C3H6N2S2 in the gas phase in a non-equilibrium geometry. Source: the Open Molecules 2025 dataset; level of theory: ωB97M-V/def2-TZVPD.

Positions of all 13 atoms, in Å:
C 2.04322 1.06510 0.43653
C -0.33230 -0.06233 0.13617
C -1.37489 -0.65930 -0.72297
N 1.86332 -1.26627 -0.04965
N 2.59941 -0.32067 0.01911
S 4.23379 -0.17674 -0.16720
S 0.48225 1.33300 -0.38161
H 1.94035 1.02790 1.52212
H 2.75128 1.83874 0.14593
H -0.25213 -0.35669 1.17024
H -2.36960 -0.33864 -0.39942
H -1.33824 -1.74566 -0.64088
H -1.22925 -0.37662 -1.76593

Its total energy is -27854.5356 eV. As for the energy above the lowest of the compared OMol25 structures with the same formula, charge and spin: 105.18 kcal per mole. For the LUMO energy (spin up / spin down), the calculation gives -0.788 / -1.135 eV. The calculation puts the frontier orbital gap (spin up / spin down) at 7.415 / 6.853 eV. The largest force on an atom is 1.89 eV/A.

---

A molecular structure, C3H6N2S2 in a non-equilibrium geometry. Source: the Open Molecules 2025 dataset; level of theory: ωB97M-V/def2-TZVPD.

Positions of all 13 atoms, in Å:
C 2.05465 -0.02467 0.12103
C 1.17135 -1.16756 0.17508
C -2.49297 0.40540 -0.30934
N 1.30262 0.93002 0.54385
N -1.18790 -0.22319 -0.23493
S 3.66662 0.17675 -0.43652
S -0.20403 -0.21148 0.90208
H 0.96130 -1.34007 -0.90017
H 1.45882 -2.09343 0.64834
H -3.27870 -0.33748 -0.26791
H -2.53415 1.22267 0.40311
H -2.66913 0.88843 -1.32925
H 1.75151 1.77462 0.68465

Its total energy is -27855.7864 eV. As for the energy above the lowest of the compared OMol25 structures with the same formula, charge and spin: 76.34 kcal per mole. For the LUMO energy, the calculation gives 0.079 eV. The calculation puts the frontier orbital gap at 8.160 eV. The largest force on an atom is 4.41 eV/A.

---

C3H6N2S2 in the gas phase in a non-equilibrium geometry. Source: the Open Molecules 2025 dataset; level of theory: ωB97M-V/def2-TZVPD.

Positions of all 13 atoms, in Å:
C 2.08160 -0.81829 0.30859
C 1.14187 0.29414 -0.28899
C -1.41994 -0.43762 0.94940
H 2.85222 -0.38369 0.98375
H 2.54045 -1.52009 -0.35634
H 1.61577 -1.29257 1.07054
H 1.42030 0.93559 -1.15005
H -1.14131 -2.12109 -0.14723
H -2.09997 -1.11357 1.34290
N -1.01879 -1.17458 -0.30692
N -1.10014 0.66341 1.40315
S 0.00228 -0.65488 -1.43050
S -0.07579 1.58264 0.47855

Its total energy is -27856.0520 eV. As for the energy above the lowest of the compared OMol25 structures with the same formula, charge and spin: 70.22 kcal per mole. For the LUMO energy, the calculation gives 0.633 eV. The calculation puts the frontier orbital gap at 8.366 eV. As for the structure (SMILES): C[C@@H]1SN=CNS1. The largest force on an atom is 5.36 eV/A.

---

2 unconnected molecules or ions with the total composition C3H6N2S3 in a non-equilibrium geometry. Source: the Open Molecules 2025 dataset; level of theory: ωB97M-V/def2-TZVPD.

Positions of all 14 atoms, in Å:
C -3.29157 -1.83194 -1.53930
C 1.07295 -0.32596 0.13359
C 0.31796 2.02045 1.37697
N -2.36600 -1.89911 -0.88159
N 0.58603 -1.10934 -0.80281
S 1.53254 -1.69209 -2.01692
S 2.77503 0.01896 -0.03143
S 0.02797 0.21602 1.42316
H -4.16226 -1.79528 -2.14231
H -0.58404 2.48075 1.76500
H 0.48496 2.32199 0.34914
H 1.16708 2.28045 2.00440
H -0.40126 -1.38787 -0.75895
H 2.84061 0.70297 1.12106

Its total energy is -38692.3837 eV. As for the energy above the lowest of the compared OMol25 structures with the same formula, charge and spin: 49.97 kcal per mole. For the LUMO energy (spin up / spin down), the calculation gives 0.375 / 0.374 eV. The calculation puts the frontier orbital gap (spin up / spin down) at 7.727 / 7.726 eV. The largest force on an atom is 1.53 eV/A.

---

A molecular structure, C3H6N3 in a non-equilibrium geometry. Source: the Open Molecules 2025 dataset; level of theory: ωB97M-V/def2-TZVPD.

Positions of all 12 atoms, in Å:
C -1.19498 1.93833 -0.36596
C -1.05166 0.72401 -0.00205
C -0.04346 -1.16104 0.91786
N 2.02595 -2.19208 0.34234
N 1.02545 -1.61020 0.71653
N -1.09358 -0.34043 0.60097
H -1.56667 2.63128 0.36842
H -1.15186 2.17861 -1.50280
H 1.02928 0.25801 -0.75158
H 1.15057 0.14627 -1.52009
H 2.86986 -1.63881 0.53901
H -1.99889 -0.93395 0.65736

Its total energy is -7664.1341 eV. As for the energy above the lowest of the compared OMol25 structures with the same formula, charge and spin: 167.01 kcal per mole. As for the total charge: +1. For the LUMO energy (spin up / spin down), the calculation gives -5.465 / -5.465 eV. The calculation puts the frontier orbital gap (spin up / spin down) at 8.003 / 8.005 eV. The largest force on an atom is 5.48 eV/A.